(1)
The following is a DFT calculation (ωB97M-V with the def2-TZVPD basis set) of an isolated molecule of C16H18N4O3.

Values from the calculation:
Relative energy (zero: lowest compared OMol25 entry of this formula, charge and spin) = 60.1 kcal per mole
HOMO energy = -7.46 eV
Frontier orbital gap = 8.163 eV
SMILES = CN(C)c1ccc(/C=N/NC(=O)CNC(=O)c2ccco2)cc1
Molecular weight = 314.34 Da

Structure (ORCA input):
```
! wB97M-V def2-TZVPD RIJCOSX def2/J DEFGRID3
* xyz 0 1
C 8.0893 0.5400 -0.2082
N 7.1732 -0.5731 -0.1857
C 7.7117 -1.9089 -0.2519
C 5.8254 -0.3671 -0.1034
C 5.2752 0.9249 -0.1960
C 3.9201 1.1289 -0.1116
C 3.0346 0.0612 0.0692
C 1.6096 0.2524 0.1625
N 1.1099 1.4262 0.0819
N -0.2302 1.6618 0.1680
C -1.2748 0.8247 0.3693
O -1.2124 -0.3810 0.5068
C -2.6146 1.5615 0.4400
N -3.6688 0.5856 0.5161
C -4.8583 0.7830 -0.1077
O -5.1663 1.8487 -0.6050
C -5.7483 -0.3945 -0.0879
C -5.5682 -1.6851 0.3514
C -6.7790 -2.3601 0.0950
C -7.6035 -1.4364 -0.4791
O -6.9914 -0.2585 -0.5919
C 3.5762 -1.2236 0.1601
C 4.9318 -1.4369 0.0771
H 8.0471 1.0799 -1.1608
H 7.8666 1.2404 0.6002
H 9.1044 0.1765 -0.0662
H 8.7651 -1.8623 -0.5181
H 7.6220 -2.4297 0.7080
H 7.1973 -2.4958 -1.0168
H 5.9168 1.7773 -0.3484
H 3.5127 2.1245 -0.1882
H 1.0112 -0.6451 0.3026
H -0.4288 2.6495 0.0687
H -2.7752 2.1916 -0.4417
H -2.6209 2.2065 1.3292
H -3.3484 -0.3440 0.7558
H -4.6903 -2.1082 0.7958
H -7.0043 -3.3852 0.3062
H -8.6126 -1.5050 -0.8354
H 2.9157 -2.0672 0.3031
H 5.3012 -2.4454 0.1660
*
```


(2)
The following is a DFT calculation (ωB97M-V with the def2-TZVPD basis set) of an isolated molecule of C4H6O2.

Values from the calculation:
Relative energy (zero: lowest compared OMol25 entry of this formula, charge and spin) = 79.5 kcal per mole
HOMO energy = -9.91 eV
Frontier orbital gap = 10.664 eV
SMILES = O[C@H]1C[C@H]2O[C@@H]12
Molecular weight = 86.09 Da

Structure (ORCA input):
```
! wB97M-V def2-TZVPD RIJCOSX def2/J DEFGRID3
* xyz 0 1
O 1.6550 -0.8967 -0.8949
C 0.4161 -0.5458 -0.3794
C 0.2663 -0.2168 1.1080
C -0.9238 0.6629 0.6512
O -0.4327 1.8445 0.1175
C -0.5117 0.5733 -0.7503
H 1.6822 -0.6987 -1.8399
H -0.4399 -1.2396 -0.6385
H 0.0916 -1.0699 1.7646
H 1.0781 0.4116 1.4898
H -1.9218 0.5926 1.0577
H -0.9497 0.6222 -1.7467
*
```


(3)
The following is a DFT calculation (ωB97M-V with the def2-TZVPD basis set) of a 3-piece molecular cluster, C7H24O12P4S2 overall.

Values from the calculation:
Relative energy (zero: lowest compared OMol25 entry of this formula, charge and spin) = 0.0 kcal per mole
HOMO energy = -9.64 eV
Frontier orbital gap = 9.097 eV
SMILES = CS(=O)(=O)PP(O)(O)=S.COP(=O)(OC)OC.COP(=O)(OC)OC
Molecular weight = 488.29 Da

Structure (ORCA input):
```
! wB97M-V def2-TZVPD RIJCOSX def2/J DEFGRID3
* xyz 0 1
C -0.8041 3.8724 -3.2954
S -0.2134 2.2093 -3.4415
O -0.6459 1.4716 -2.2821
O -0.6731 1.6426 -4.6801
P 1.9223 2.0262 -3.4979
P 2.7777 3.0709 -1.7616
O 1.7777 4.1863 -1.2066
O 4.0264 3.9111 -2.3326
S 3.3566 1.8080 -0.4521
H -0.1483 4.5085 -2.7067
H -1.7912 3.8824 -2.8377
H -0.9026 4.2810 -4.2991
H 2.3049 2.7784 -4.6340
H 1.0961 3.7259 -0.6920
H 4.5048 3.2986 -2.9095
C 3.9571 1.0348 3.1643
O 3.8671 -0.3608 3.4786
P 2.6327 -0.8080 4.4186
O 1.4057 -0.4130 3.7080
O 2.9778 0.1815 5.6578
C 4.2824 0.1688 6.2385
O 2.1922 -1.9973 5.4256
C 1.6679 -3.2056 4.8378
H 4.0505 1.1250 2.0849
H 3.0899 1.5966 3.5000
H 4.8528 1.4426 3.6347
H 4.6337 1.1970 6.3174
H 4.9957 -0.3956 5.6364
H 4.2277 -0.2664 7.2361
H 2.3176 -3.5776 4.0473
H 0.6714 -3.0206 4.4408
H 1.6079 -3.9515 5.6259
C -3.3475 -0.4622 -3.8624
O -3.4706 -1.8475 -3.5073
P -4.6523 -2.2173 -2.4764
O -5.9130 -1.7964 -3.1118
O -4.1871 -1.2085 -1.2964
C -2.8421 -1.2518 -0.8066
O -5.0654 -3.3639 -1.4072
C -5.6713 -4.5651 -1.9239
H -3.3238 -0.3947 -4.9476
H -4.1689 0.1408 -3.4844
H -2.4098 -0.0820 -3.4622
H -2.4501 -0.2361 -0.7857
H -2.1938 -1.8582 -1.4400
H -2.8417 -1.6569 0.2050
H -5.0912 -4.9816 -2.7458
H -6.6856 -4.3533 -2.2580
H -5.7041 -5.2884 -1.1130
*
```


(4)
The following is a DFT calculation (ωB97M-V with the def2-TZVPD basis set) of C42H48N5O3P2PdS2 as an isolated structure.

Values from the calculation:
Relative energy (zero: lowest compared OMol25 entry of this formula, charge and spin) = 0.0 kcal per mole
HOMO energy (spin up / spin down) = -9.78 / -10.38 eV
Frontier orbital gap (spin up / spin down) = 7.905 / 6.291 eV
Molecular weight = 903.38 Da
<S²> = 2.009

Structure (ORCA input):
```
! wB97M-V def2-TZVPD RIJCOSX def2/J DEFGRID3
* xyz 1 3
Pd 0.6775 0.6212 -0.2442
O 1.3019 4.1146 1.6517
C 0.3340 3.5483 1.1812
O 0.0792 2.2698 1.3139
C -0.7149 4.2607 0.3912
C -0.7441 5.6462 0.3380
C -1.7364 6.2740 -0.3982
C -2.6718 5.5109 -1.0860
C -2.6301 4.1243 -1.0426
C -1.6516 3.4868 -0.2873
P -1.5192 1.6744 -0.0953
C -2.4768 1.1272 -1.5655
C -3.8718 1.0771 -1.6159
C -4.5265 0.7185 -2.7842
C -3.7978 0.4125 -3.9277
C -2.4131 0.4795 -3.8961
C -1.7625 0.8337 -2.7222
C -2.5331 1.1966 1.3332
C -3.3274 0.0527 1.2964
C -4.0996 -0.3076 2.3900
C -4.0867 0.4732 3.5365
C -3.2987 1.6148 3.5840
C -2.5226 1.9736 2.4933
H 0.0099 6.2048 0.8755
H -1.7805 7.3538 -0.4412
H -3.4417 5.9998 -1.6678
H -3.3579 3.5574 -1.6060
H -4.4584 1.3258 -0.7403
H -5.6082 0.6890 -2.8057
H -4.3085 0.1360 -4.8404
H -1.8385 0.2581 -4.7861
H -0.6756 0.8896 -2.7111
H -3.3339 -0.5741 0.4205
H -4.7114 -1.1993 2.3377
H -4.6942 0.1984 4.3890
H -3.2902 2.2345 4.4705
H -1.9190 2.8673 2.5461
O -1.0335 -1.3440 0.1171
S -1.1039 -2.8519 0.1148
C -2.8286 -3.2310 -0.0761
C -3.5554 -2.6881 -1.1324
C -4.9093 -2.9527 -1.2125
C -5.5228 -3.7610 -0.2570
C -4.7873 -4.3009 0.7843
C -3.4257 -4.0298 0.8831
C -0.5234 -3.4206 -1.4681
C -0.3077 -2.5214 -2.4951
C 0.1383 -3.0006 -3.7187
C 0.3653 -4.3581 -3.8952
C 0.1512 -5.2471 -2.8491
C -0.2935 -4.7794 -1.6226
H -3.0695 -2.0574 -1.8686
H -5.4917 -2.5348 -2.0231
H -6.5817 -3.9697 -0.3298
H -5.2660 -4.9279 1.5242
H -2.8395 -4.4302 1.7007
H -0.4836 -1.4687 -2.3258
H 0.3118 -2.3127 -4.5357
H 0.7175 -4.7253 -4.8496
H 0.3364 -6.3035 -2.9868
H -0.4593 -5.4658 -0.8008
C 0.2843 -3.0292 3.9270
C 0.6158 -1.5786 3.6106
N 0.9040 -1.3412 2.2018
C 2.0179 -1.6882 1.5482
S 2.1158 -1.4344 -0.1479
N 3.0205 -2.2246 2.2385
C 4.3231 -2.6298 1.7165
C 4.5097 -4.1331 1.7986
H 0.0750 -3.1436 4.9902
H 1.0990 -3.7079 3.6692
H -0.5979 -3.3469 3.3707
H 1.4466 -1.2012 4.2142
H -0.2300 -0.9349 3.8521
H 0.1158 -1.1333 1.6004
H 2.8604 -2.4029 3.2190
H 5.0929 -2.1031 2.2832
H 4.3765 -2.2830 0.6866
H 4.3849 -4.4973 2.8197
H 5.5142 -4.4034 1.4743
H 3.7915 -4.6479 1.1604
C 5.7485 1.8172 -0.0506
N 4.8757 2.5373 0.8714
C 4.7276 3.9226 0.4087
N 4.2817 4.0366 -0.9856
C 5.1863 3.2735 -1.8360
N 5.3209 1.8693 -1.4485
C 4.0755 1.1383 -1.6617
P 2.7079 1.8483 -0.6383
C 3.5698 1.8924 0.9906
C 2.8920 3.6139 -1.1572
H 5.8117 0.7725 0.2629
H 6.7452 2.2578 0.0097
H 5.7024 4.4075 0.4821
H 4.0199 4.4424 1.0534
H 6.1757 3.7305 -1.7769
H 4.8416 3.3283 -2.8705
H 4.1959 0.0839 -1.4070
H 3.8011 1.1959 -2.7182
H 3.6828 0.8654 1.3512
H 2.9399 2.4381 1.6927
H 2.2357 4.2422 -0.5599
H 2.6042 3.7093 -2.2070
*
```


Copy entry 1 word for word.
The following is a DFT calculation (ωB97M-V with the def2-TZVPD basis set) of an isolated molecule of C16H18N4O3.

Values from the calculation:
Relative energy (zero: lowest compared OMol25 entry of this formula, charge and spin) = 60.1 kcal per mole
HOMO energy = -7.46 eV
Frontier orbital gap = 8.163 eV
SMILES = CN(C)c1ccc(/C=N/NC(=O)CNC(=O)c2ccco2)cc1
Molecular weight = 314.34 Da

Structure (ORCA input):
```
! wB97M-V def2-TZVPD RIJCOSX def2/J DEFGRID3
* xyz 0 1
C 8.0893 0.5400 -0.2082
N 7.1732 -0.5731 -0.1857
C 7.7117 -1.9089 -0.2519
C 5.8254 -0.3671 -0.1034
C 5.2752 0.9249 -0.1960
C 3.9201 1.1289 -0.1116
C 3.0346 0.0612 0.0692
C 1.6096 0.2524 0.1625
N 1.1099 1.4262 0.0819
N -0.2302 1.6618 0.1680
C -1.2748 0.8247 0.3693
O -1.2124 -0.3810 0.5068
C -2.6146 1.5615 0.4400
N -3.6688 0.5856 0.5161
C -4.8583 0.7830 -0.1077
O -5.1663 1.8487 -0.6050
C -5.7483 -0.3945 -0.0879
C -5.5682 -1.6851 0.3514
C -6.7790 -2.3601 0.0950
C -7.6035 -1.4364 -0.4791
O -6.9914 -0.2585 -0.5919
C 3.5762 -1.2236 0.1601
C 4.9318 -1.4369 0.0771
H 8.0471 1.0799 -1.1608
H 7.8666 1.2404 0.6002
H 9.1044 0.1765 -0.0662
H 8.7651 -1.8623 -0.5181
H 7.6220 -2.4297 0.7080
H 7.1973 -2.4958 -1.0168
H 5.9168 1.7773 -0.3484
H 3.5127 2.1245 -0.1882
H 1.0112 -0.6451 0.3026
H -0.4288 2.6495 0.0687
H -2.7752 2.1916 -0.4417
H -2.6209 2.2065 1.3292
H -3.3484 -0.3440 0.7558
H -4.6903 -2.1082 0.7958
H -7.0043 -3.3852 0.3062
H -8.6126 -1.5050 -0.8354
H 2.9157 -2.0672 0.3031
H 5.3012 -2.4454 0.1660
*
```


Look up the molecular weight of the first one.
314.34 Da